Record 1
A gas-phase ion, C5H10N3 (charge +1) at a distorted geometry, computed with wB97M-V/def2-TZVPD.

Structure (ORCA input):
```
! wB97M-V def2-TZVPD RIJCOSX def2/J DEFGRID3
* xyz 1 1
C 2.65408 0.38732 -0.13023
N 1.64500 -0.66020 -0.11661
C 0.39844 -0.42644 0.13230
N -0.32613 1.12839 0.26300
C -1.68687 0.71122 0.49235
C -2.34344 0.06256 -0.79019
C -1.86010 -0.84534 0.29251
N -0.56618 -1.31043 0.19717
H 2.87019 0.72132 -1.09606
H 2.04963 1.15082 0.49337
H 3.54533 0.00988 0.37862
H 1.94114 -1.60818 -0.41663
H 0.05516 1.60511 1.04352
H -2.23458 1.37166 1.15439
H -1.80713 0.23898 -1.71377
H -3.39786 0.33908 -0.94069
H -2.42859 -1.51726 0.92876
H -0.34127 -2.30191 0.23107
*
```

Results
SMILES: C/[NH+]=C1\N[C@H]2C[C@H]2N1
Kohn-Sham gap, eV: 10.30
Energy relative to the best compared isomer or geometry (same formula, charge and spin), kJ/mol: 283.0
Highest occupied orbital energy, eV: -13.50
LUMO level, eV: -3.2

Charges per atom according to Mulliken partitioning, unit e: number 1, C, carries -0.620; number 2, N, carries -0.209; number 3, C, carries 0.443; number 4, N, carries -0.480; number 5, C, carries -0.125; number 6, C, carries -0.815; number 7, C, carries -0.126; number 8, N, carries -0.148; number 9, H, carries 0.297; number 10, H, carries 0.215; number 11, H, carries 0.303; number 12, H, carries 0.270; number 13, H, carries 0.330; number 14, H, carries 0.448; number 15, H, carries 0.247; number 16, H, carries 0.290; number 17, H, carries 0.419; number 18, H, carries 0.261



Record 2
A molecular structure, C10H18F6N6O7ReS3 at a distorted geometry, computed with wB97M-V/def2-TZVPD.

Structure (ORCA input):
```
! wB97M-V def2-TZVPD RIJCOSX def2/J DEFGRID3
* xyz 2 4
Re -0.33248 0.93712 -0.62279
F 0.22770 5.44147 0.98179
C 0.26304 4.42894 1.80949
F -0.29264 4.65245 2.95801
F 1.47370 3.90489 1.91844
S -0.68191 3.07098 0.97051
O -0.26279 1.71406 1.45653
O -0.16396 3.07511 -0.41214
N -2.24137 3.32696 1.01043
S -3.15174 2.01207 0.63930
O -4.42074 2.41870 0.18992
O -2.40058 1.13257 -0.30720
C -3.22073 1.03724 2.26715
F -4.42893 0.55089 2.40289
F -2.32724 0.04991 2.14278
F -2.89463 1.86291 3.23530
O -1.63776 -0.34404 -3.12284
N -1.22325 0.57795 -3.56769
O -0.30752 1.31443 -2.32088
C 3.38900 2.28047 -2.01826
S 2.67122 2.09529 -0.44660
C 3.96866 1.38250 0.44458
O 1.66982 0.91835 -0.61322
H 4.17470 3.03900 -1.94604
H 2.61559 2.64413 -2.71626
H 3.81286 1.35239 -2.40126
H 4.77279 2.13577 0.52041
H 4.37563 0.48801 -0.02698
H 3.63869 1.14879 1.45068
C -1.78931 -1.79372 -0.41736
N -0.34435 -1.17412 -0.43833
C 0.49155 -1.91891 -1.51679
N 0.47904 -3.32985 -1.26670
C -0.91216 -3.84003 -1.24995
N -1.72281 -3.19307 -0.19233
C -1.09488 -3.42609 1.12159
N 0.29210 -2.91774 1.15913
C 0.30200 -1.50472 0.94935
C 1.07044 -3.56519 0.07203
H -2.24033 -1.57373 -1.37040
H -2.34242 -1.28323 0.36443
H 1.50610 -1.52275 -1.49338
H 0.06831 -1.72932 -2.48976
H -0.89306 -4.91928 -1.08939
H -1.37623 -3.64556 -2.21912
H -1.07663 -4.50321 1.30860
H -1.67700 -2.92667 1.90010
H 1.30023 -1.09339 0.93918
H -0.28934 -0.98000 1.70197
H 1.10242 -4.63897 0.26135
H 2.08120 -3.16976 0.08973
*
```

Results
Kohn-Sham gap (spin up / spin down), eV: 7.63 / 7.26
Energy relative to the best compared isomer or geometry (same formula, charge and spin), kJ/mol: 0.0
Highest occupied orbital energy (spin up / spin down), eV: -14.90 / -15.06
Expectation value of S²: 3.78
LUMO level (spin up / spin down), eV: -7.3 / -7.8

Charges per atom according to Mulliken partitioning, unit e: number 1, Re, carries 2.676; number 2, F, carries -0.134; number 3, C, carries 0.554; number 4, F, carries -0.127; number 5, F, carries -0.155; number 6, S, carries 0.969; number 7, O, carries -0.665; number 8, O, carries -0.741; number 9, N, carries -0.572; number 10, S, carries 1.189; number 11, O, carries -0.526; number 12, O, carries -0.819; number 13, C, carries 0.712; number 14, F, carries -0.190; number 15, F, carries -0.134; number 16, F, carries -0.173; number 17, O, carries -0.041; number 18, N, carries 0.433; number 19, O, carries -0.723; number 20, C, carries -1.162; number 21, S, carries 0.653; number 22, C, carries -1.130; number 23, O, carries -0.799; number 24, H, carries 0.485; number 25, H, carries 0.335; number 26, H, carries 0.391; number 27, H, carries 0.485; number 28, H, carries 0.394; number 29, H, carries 0.369; number 30, C, carries -0.573; number 31, N, carries 0.233; number 32, C, carries -0.518; number 33, N, carries 0.104; number 34, C, carries -0.712; number 35, N, carries 0.146; number 36, C, carries -0.737; number 37, N, carries 0.153; number 38, C, carries -0.639; number 39, C, carries -0.767; number 40, H, carries 0.307; number 41, H, carries 0.253; number 42, H, carries 0.171; number 43, H, carries 0.372; number 44, H, carries 0.322; number 45, H, carries 0.347; number 46, H, carries 0.322; number 47, H, carries 0.328; number 48, H, carries 0.203; number 49, H, carries 0.436; number 50, H, carries 0.329; number 51, H, carries 0.364



Record 3
A single C9H15NO2 molecule at a distorted geometry, computed with wB97M-V/def2-TZVPD.

Structure (ORCA input):
```
! wB97M-V def2-TZVPD RIJCOSX def2/J DEFGRID3
* xyz 0 1
C 0.48311 -1.51960 1.90984
C -0.36071 -0.80018 0.83480
C -1.84696 -0.75789 1.10132
C -0.28910 -1.58885 -0.51891
O -0.49217 -0.62613 -1.49206
C 0.22901 0.42000 -1.19800
C 1.73403 0.28184 -1.50982
C -0.36211 1.74292 -1.56599
C -0.35094 2.65657 -0.31576
C -0.31883 1.75498 0.88205
O -0.59904 2.02223 2.03457
N 0.16979 0.47016 0.47457
H -0.02418 -2.44251 2.37633
H 0.74117 -0.81955 2.77843
H 1.38604 -1.77277 1.45217
H -2.32123 -0.23958 0.32899
H -1.96155 -0.18692 2.10140
H -2.36435 -1.76179 1.11652
H 0.58491 -2.12524 -0.61963
H -1.12673 -2.30189 -0.58093
H 2.39708 1.20008 -1.11484
H 2.09148 0.13236 -2.45650
H 2.01715 -0.53376 -0.82928
H -1.37484 1.65410 -1.96162
H 0.30373 2.12341 -2.29228
H -1.19261 3.33347 -0.21259
H 0.74243 3.20247 -0.50150
*
```

Results
SMILES: CC1(C)CO[C@@]2(C)CCC(=O)N12
Kohn-Sham gap, eV: 9.98
Energy relative to the best compared isomer or geometry (same formula, charge and spin), kJ/mol: 166.7
Highest occupied orbital energy, eV: -9.26
LUMO level, eV: 0.7

Charges per atom according to Mulliken partitioning, unit e: number 1, C, carries -1.610; number 2, C, carries 1.438; number 3, C, carries -1.704; number 4, C, carries -1.094; number 5, O, carries -0.481; number 6, C, carries 1.292; number 7, C, carries -1.337; number 8, C, carries -1.311; number 9, C, carries -0.403; number 10, C, carries 0.405; number 11, O, carries -0.618; number 12, N, carries -0.040; number 13, H, carries 0.309; number 14, H, carries 0.310; number 15, H, carries 0.422; number 16, H, carries 0.479; number 17, H, carries 0.344; number 18, H, carries 0.379; number 19, H, carries 0.440; number 20, H, carries 0.417; number 21, H, carries 0.274; number 22, H, carries 0.449; number 23, H, carries 0.299; number 24, H, carries 0.321; number 25, H, carries 0.433; number 26, H, carries 0.355; number 27, H, carries 0.233



Record 4
A molecular structure, C10H14BClN6V at a distorted geometry, computed with wB97M-V/def2-TZVPD.

Structure (ORCA input):
```
! wB97M-V def2-TZVPD RIJCOSX def2/J DEFGRID3
* xyz 0 4
H -0.27158 2.78070 0.77132
N 0.09568 1.60875 -0.93268
B 0.75617 0.77275 -3.23196
N 0.58855 1.89553 -2.20122
C 0.90913 3.19058 -2.27678
V -0.29220 -0.25766 -0.45253
H 1.40760 3.52978 -3.16982
C 0.53853 3.81306 -1.08206
H 0.63294 4.85524 -0.85269
C 0.04643 2.78934 -0.25768
H 1.19927 1.18138 -4.27930
C -1.82283 -2.42738 0.89965
H -2.18862 -2.19586 1.90873
H -0.91856 -3.03739 0.99311
H -2.58366 -3.02863 0.38804
N -0.65034 0.14922 -3.34185
N 1.61530 -0.33445 -2.61018
N -1.27423 -0.34164 -2.19619
N 1.25671 -0.88342 -1.37312
C -1.46901 0.04533 -4.39549
C 2.77771 -0.85748 -3.00477
H -1.13198 0.40811 -5.35892
H 3.25626 -0.43694 -3.87883
C -2.65815 -0.54848 -3.96784
C 3.15523 -1.85452 -2.10183
C -2.50916 -0.77883 -2.59034
C 2.19316 -1.83138 -1.08283
H -3.51188 -0.77890 -4.57306
H 4.01604 -2.49120 -2.18670
H -3.18921 -1.21966 -1.87927
H 2.10797 -2.36969 -0.15170
H -1.64890 -1.45431 0.34193
Cl 0.39820 0.11448 1.66476
*
```

Results
Kohn-Sham gap (spin up / spin down), eV: 7.46 / 9.68
Energy relative to the best compared isomer or geometry (same formula, charge and spin), kJ/mol: 3.9
Highest occupied orbital energy (spin up / spin down), eV: -6.86 / -9.13
Expectation value of S²: 3.76
LUMO level (spin up / spin down), eV: 0.6 / 0.6

Charges per atom according to Mulliken partitioning, unit e: number 1, H, carries 0.396; number 2, N, carries 0.002; number 3, B, carries 0.005; number 4, N, carries 0.125; number 5, C, carries -0.108; number 6, V, carries 0.465; number 7, H, carries 0.440; number 8, C, carries -1.078; number 9, H, carries 0.395; number 10, C, carries -0.179; number 11, H, carries -0.103; number 12, C, carries -0.563; number 13, H, carries 0.322; number 14, H, carries 0.237; number 15, H, carries 0.290; number 16, N, carries -0.014; number 17, N, carries 0.185; number 18, N, carries 0.164; number 19, N, carries -0.095; number 20, C, carries -0.139; number 21, C, carries -0.136; number 22, H, carries 0.444; number 23, H, carries 0.432; number 24, C, carries -1.104; number 25, C, carries -1.035; number 26, C, carries -0.236; number 27, C, carries -0.195; number 28, H, carries 0.388; number 29, H, carries 0.394; number 30, H, carries 0.418; number 31, H, carries 0.432; number 32, H, carries 0.013; number 33, Cl, carries -0.560